# 1
Formula: C3H4N2OS
Source: the Open Molecules 2025 dataset
Level of theory: the ωB97M-V functional and the def2-TZVPD basis

**Maximum force**: 5.8 eV/A
**Molecular weight**: 116.1 g mol⁻¹
**E_LUMO**: -0.90 eV
**Relative energy (zero: lowest compared OMol25 entry of this formula, charge and spin)**: 65.0 kcal per mole

```
! RIJCOSX wB97M-V def2-TZVPD def2/J DEFGRID3
* xyz 0 1
O -0.70362 -1.20306 2.66753
C -1.40516 -0.62504 1.80113
N -0.89439 0.15254 0.69383
C 0.22536 -0.03446 0.00595
N 0.51323 0.78075 -0.91693
C 1.56649 0.73077 -1.82699
S 1.57783 1.00365 -3.47168
H -2.45620 -0.48598 1.96425
H -1.69415 0.63313 0.05220
H 0.68332 -1.17131 0.35545
H 2.58729 0.21901 -1.32474
*
```



# 2
Formula: C16H17N2S2Tc
Source: the Open Molecules 2025 dataset
Level of theory: the ωB97M-V functional and the def2-TZVPD basis

**Maximum force**: 1.4 eV/A
**Molecular weight**: 399.5 g mol⁻¹
**E_LUMO (spin up / spin down)**: -4.87 / -5.75 eV
**Relative energy (zero: lowest compared OMol25 entry of this formula, charge and spin)**: 0.0 kcal per mole

```
! RIJCOSX wB97M-V def2-TZVPD def2/J DEFGRID3
* xyz 1 2
Tc -1.12210 -0.24886 -0.43081
C -0.64044 3.57099 -3.03433
C -0.49173 2.18810 -2.48515
S -1.86809 1.52621 -1.66529
C 0.63675 1.41629 -2.60113
C 1.91220 1.85064 -3.24921
S 0.61667 -0.19322 -1.96310
H -1.64873 3.94177 -2.86554
H -0.44317 3.57748 -4.10763
H 0.06456 4.25481 -2.55774
H 1.80220 2.81320 -3.74332
H 2.23995 1.10880 -3.97791
H 2.69619 1.93520 -2.49474
C -0.79274 -0.07200 2.61190
N -1.20765 -0.91478 1.48514
C -1.61556 -2.15170 1.64464
C -2.04380 -2.80970 0.48404
C -2.67291 -4.02084 0.19104
C -2.99006 -3.98693 -1.16885
C -2.54465 -2.76443 -1.66589
N -1.97382 -2.04730 -0.68005
C 0.69244 0.19614 2.56660
C 1.55359 -0.31500 3.52659
C 2.91968 -0.08563 3.42592
C 3.42862 0.65280 2.36881
C 2.57031 1.18196 1.41421
C 1.20917 0.95952 1.52675
H -1.07765 -0.53840 3.55667
H -1.32202 0.88175 2.53540
H -1.65799 -2.61047 2.62806
H -2.85783 -4.82541 0.88454
H -3.49433 -4.75562 -1.72996
H -2.59806 -2.39071 -2.67646
H 1.15733 -0.88923 4.35537
H 3.58667 -0.48774 4.17689
H 4.49260 0.83166 2.29321
H 2.96216 1.78039 0.60205
H 0.52225 1.44028 0.81927
*
```